Below is an isolated molecule of C4H7NO, with properties calculated with ωB97M-V with the def2-TZVPD basis set.

* total charge: 0
* energy relative to the best compared isomer or geometry (same formula, charge and spin): 434.2 kJ/mol
* HOMO level: -9.15 eV
* strongest force on any atom: 0.105 hartree/bohr

XYZ file:
```
13
Properties=species:S:1:pos:R:3:forces:R:3
C -0.6255 -1.3887 -0.3743 0.3 -1.9 -2.3
C -1.5416 -0.4098 0.1198 0.1 3.4 4.1
C -0.1083 1.3095 0.2322 -1.0 -5.3 -0.6
C 1.0048 0.1957 0.1643 -0.2 0.4 1.2
N 0.5739 -1.0834 -0.4408 3.4 1.2 0.2
O 2.1508 0.7128 -0.4959 -1.7 1.4 0.4
H -0.6877 -2.4134 -0.9062 -1.4 1.5 1.1
H -2.3230 0.1136 -0.3673 -0.7 -0.3 -1.1
H -1.8458 -0.5031 1.2037 0.3 -0.3 -1.2
H -0.5355 1.5909 -0.7089 0.5 0.7 -0.4
H -0.0955 2.0028 1.0561 -0.3 -0.1 0.2
H 1.3166 -0.1347 1.2221 -0.5 0.7 -1.2
H 2.7168 0.0079 -0.7048 1.2 -1.7 -0.4
```
Positions in Å, forces in eV/Å.

Partial charges, natural (NBO), in e:
1. C 0.03
2. C -0.45
3. C -0.35
4. C 0.17
5. N -0.41
6. O -0.72
7. H 0.22
8. H 0.23
9. H 0.23
10. H 0.20
11. H 0.21
12. H 0.16
13. H 0.47

***

Below is C4H7NO as an isolated structure, with properties calculated with ωB97M-V with the def2-TZVPD basis set.

* total charge: 0
* energy relative to the best compared isomer or geometry (same formula, charge and spin): 434.6 kJ/mol
* HOMO level: -9.19 eV
* strongest force on any atom: 0.018 hartree/bohr

XYZ file:
```
13
Properties=species:S:1:pos:R:3:forces:R:3
C 0.0152 -1.6887 0.6454 0.1 0.0 0.0
C -0.6432 -0.3121 0.4382 -0.1 0.1 0.0
C 0.1373 0.4156 -0.6195 0.0 0.0 0.2
O -0.8420 1.9316 -0.9661 0.2 0.0 -0.1
C 1.4187 0.9194 -0.2480 0.7 0.3 0.1
N 2.4939 1.3082 -0.0364 -0.9 -0.3 -0.1
H -0.5668 -2.2708 1.3670 0.1 0.1 -0.1
H 0.0599 -2.2492 -0.2942 0.0 0.1 0.2
H 1.0349 -1.5903 1.0346 -0.2 0.0 -0.1
H -0.6777 0.2273 1.3961 0.0 0.0 -0.2
H -1.6718 -0.4536 0.0904 0.2 0.0 0.0
H -0.5434 1.1140 -1.6314 -0.1 0.0 0.1
H -0.2150 2.6485 -1.1761 -0.1 -0.2 0.2
```
Positions in Å, forces in eV/Å.

Partial charges, natural (NBO), in e:
1. C -0.60
2. C -0.46
3. C -0.10
4. O -0.79
5. C 0.17
6. N -0.30
7. H 0.22
8. H 0.22
9. H 0.22
10. H 0.21
11. H 0.22
12. H 0.49
13. H 0.50

***

Below is an isolated molecule of C4H7NO, with properties calculated with ωB97M-V with the def2-TZVPD basis set.

* total charge: 0
* energy relative to the best compared isomer or geometry (same formula, charge and spin): 158.8 kJ/mol
* HOMO level: -10.76 eV
* strongest force on any atom: 0.022 hartree/bohr

XYZ file:
```
13
Properties=species:S:1:pos:R:3:forces:R:3
C 1.1104 0.9972 0.2943 -0.1 0.0 0.2
C 0.0905 0.1608 1.1086 0.2 0.5 0.1
O -0.1677 -1.1517 0.6246 0.1 0.1 -0.1
C -0.4115 -1.1752 -0.7468 0.1 0.0 -0.3
C -1.6629 -0.4752 -1.1368 -0.8 0.5 -0.2
N -2.6120 0.1145 -1.4356 0.9 -0.6 0.3
H 1.9664 0.4302 -0.1003 -0.3 -0.1 0.3
H 0.6450 1.5335 -0.5462 0.1 -0.2 0.3
H 1.5172 1.7526 0.9743 -0.1 0.0 -0.1
H -0.8565 0.7207 1.1628 0.2 -0.1 0.0
H 0.4407 -0.0023 2.1315 0.0 0.1 -0.2
H -0.4752 -2.2230 -1.0492 0.0 0.2 0.0
H 0.4157 -0.6820 -1.2811 -0.3 -0.3 -0.1
```
Positions in Å, forces in eV/Å.

Partial charges, natural (NBO), in e:
1. C -0.67
2. C -0.08
3. O -0.50
4. C -0.17
5. C 0.24
6. N -0.31
7. H 0.22
8. H 0.22
9. H 0.23
10. H 0.18
11. H 0.20
12. H 0.23
13. H 0.21

***

Below is an isolated molecule of C4H7NO, with properties calculated with ωB97M-V with the def2-TZVPD basis set.

* total charge: 0
* energy relative to the best compared isomer or geometry (same formula, charge and spin): 406.1 kJ/mol
* HOMO level: -8.66 eV
* strongest force on any atom: 0.019 hartree/bohr

XYZ file:
```
13
Properties=species:S:1:pos:R:3:forces:R:3
C -0.2541 -1.4614 0.3643 -0.1 0.0 0.0
C 0.7248 -0.3187 0.2390 0.1 -0.2 0.2
N 0.8758 0.3379 -1.0896 0.3 0.3 0.0
C 0.3960 1.0728 0.4833 0.0 0.0 0.2
C -1.0067 1.3924 0.3243 0.1 0.1 -0.2
O -1.6063 1.7759 -0.6752 0.4 -0.1 0.3
H -1.1931 -1.2363 -0.1487 0.1 0.0 0.1
H -0.4626 -1.6086 1.4313 0.0 0.0 -0.2
H 0.1609 -2.3923 -0.0327 -0.1 0.1 0.0
H 1.7312 -0.5994 0.5619 -0.2 0.0 0.0
H 1.8370 0.5091 -1.3480 -0.1 0.3 0.2
H 0.2508 1.0834 -1.4003 -0.6 -0.5 -0.5
H -1.5240 1.3059 1.3084 0.0 0.1 -0.1
```
Positions in Å, forces in eV/Å.

Partial charges, natural (NBO), in e:
1. C -0.63
2. C -0.10
3. N -0.69
4. C -0.10
5. C 0.28
6. O -0.61
7. H 0.23
8. H 0.22
9. H 0.22
10. H 0.20
11. H 0.40
12. H 0.44
13. H 0.13

***

Below is an isolated molecule of C4H7NO, with properties calculated with ωB97M-V with the def2-TZVPD basis set.

* total charge: 0
* energy relative to the best compared isomer or geometry (same formula, charge and spin): 292.6 kJ/mol
* HOMO level: -9.28 eV
* strongest force on any atom: 0.020 hartree/bohr

XYZ file:
```
13
Properties=species:S:1:pos:R:3:forces:R:3
C 1.5872 0.9150 0.0915 0.0 0.8 0.2
C 0.0914 0.9391 -0.4227 0.7 -0.2 0.0
N 0.1640 -0.4690 -0.7400 -0.4 -0.9 -0.3
C -0.4210 -1.3028 0.0179 -0.1 -0.2 -0.5
C -1.8347 -1.1158 0.4099 -0.3 -0.1 0.3
O -2.5025 -1.9666 0.9473 0.2 0.3 0.0
H 2.0830 1.8087 -0.2611 0.3 0.4 0.4
H 2.1587 0.0619 -0.3225 -0.6 0.6 0.1
H 1.6208 0.7864 1.1740 0.0 0.4 0.0
H -0.6926 1.2336 0.3164 0.8 -0.3 -0.2
H -0.0026 1.6134 -1.2823 0.1 -0.5 0.0
H 0.0339 -2.2846 0.1381 -0.4 -0.3 -0.3
H -2.2856 -0.2192 -0.0665 -0.1 0.0 0.4
```
Positions in Å, forces in eV/Å.

Partial charges, natural (NBO), in e:
1. C -0.59
2. C -0.26
3. N -0.33
4. C -0.04
5. C 0.35
6. O -0.50
7. H 0.21
8. H 0.24
9. H 0.21
10. H 0.18
11. H 0.21
12. H 0.19
13. H 0.11

***

Below is a 3-piece molecular cluster, C4H7NO overall, with properties calculated with ωB97M-V with the def2-TZVPD basis set.

* total charge: 0
* energy relative to the best compared isomer or geometry (same formula, charge and spin): 439.3 kJ/mol
* HOMO level: -10.19 eV
* strongest force on any atom: 0.021 hartree/bohr

XYZ file:
```
13
Properties=species:S:1:pos:R:3:forces:R:3
C -0.1901 -0.9202 -0.7834 -0.9 -0.5 -0.4
C -1.2028 -0.4379 -0.0518 -0.3 -0.4 -0.8
C -1.6909 0.8872 -0.3198 -0.4 0.8 -0.5
N -2.0029 1.9704 -0.5861 0.2 -1.0 0.4
H 0.2704 -1.8742 -0.5513 -0.2 0.0 -0.1
H 0.0822 -0.4357 -1.7123 0.2 0.1 0.2
H -1.7257 -1.0250 0.6935 0.2 0.2 0.0
H 0.3255 -0.0211 1.8357 -0.5 0.0 0.6
H -0.4127 -0.1178 1.7333 0.0 0.1 0.8
C 1.5832 0.4626 -0.0394 0.9 0.4 0.4
O 1.8478 0.1334 1.0963 0.6 0.3 -0.6
H 2.1089 -0.0046 -0.8848 0.0 0.0 -0.1
H 0.9218 1.3161 -0.2833 0.1 -0.1 0.2
```
Positions in Å, forces in eV/Å.

Partial charges, natural (NBO), in e:
1. C -0.36
2. C -0.29
3. C 0.24
4. N -0.29
5. H 0.23
6. H 0.22
7. H 0.26
8. H 0.08
9. H -0.08
10. C 0.25
11. O -0.53
12. H 0.13
13. H 0.14

***

Below is an isolated molecule of C4H7NO, with properties calculated with ωB97M-V with the def2-TZVPD basis set.

* total charge: 0
* energy relative to the best compared isomer or geometry (same formula, charge and spin): 281.0 kJ/mol
* HOMO level: -10.20 eV
* strongest force on any atom: 0.024 hartree/bohr

XYZ file:
```
13
Properties=species:S:1:pos:R:3:forces:R:3
C -1.7605 0.3611 -1.1871 -0.1 0.1 0.1
O -1.2292 -0.7459 -0.4580 -0.1 -0.1 0.9
C 0.0935 -0.5994 -0.0058 0.6 0.1 0.2
C 0.8637 -0.5960 1.5191 -0.4 0.0 -0.5
C 2.1592 -0.3288 0.8863 0.7 0.2 -0.8
N 2.9274 -0.1292 0.0427 -0.2 -0.1 1.2
H -1.0212 0.8839 -1.8167 0.0 -0.4 0.3
H -2.5422 -0.0186 -1.8551 0.2 -0.1 0.3
H -2.2046 1.0882 -0.5039 0.0 0.1 0.0
H 0.6561 -1.4284 -0.4332 0.0 0.2 -0.3
H 0.4519 0.3611 -0.3616 0.2 -0.1 -0.3
H 0.9456 -1.5453 2.0759 -0.5 0.2 -0.6
H 0.6678 0.1767 2.2823 -0.4 -0.1 -0.7
```
Positions in Å, forces in eV/Å.

Partial charges, natural (NBO), in e:
1. C -0.25
2. O -0.53
3. C -0.02
4. C -0.53
5. C 0.27
6. N -0.33
7. H 0.17
8. H 0.20
9. H 0.17
10. H 0.18
11. H 0.17
12. H 0.25
13. H 0.25

***

Below is an isolated molecule of C4H7NO, with properties calculated with ωB97M-V with the def2-TZVPD basis set.

* total charge: 0
* energy relative to the best compared isomer or geometry (same formula, charge and spin): 469.5 kJ/mol
* HOMO level: -8.07 eV
* strongest force on any atom: 0.007 hartree/bohr

XYZ file:
```
13
Properties=species:S:1:pos:R:3:forces:R:3
C -1.1900 -0.6981 0.1594 -0.2 0.0 0.1
O -0.1027 -1.4490 -0.3048 0.0 -0.1 0.0
C 1.0590 -0.7398 0.0561 0.2 0.0 0.0
C 0.7974 0.7582 -0.1543 0.3 0.0 0.2
N -0.3808 1.1271 -1.3375 -0.2 0.0 0.2
C -0.9091 0.7795 -0.1905 -0.2 0.0 -0.2
H -1.3300 -0.8181 1.2474 0.0 0.1 -0.1
H -2.0949 -1.0435 -0.3532 0.1 0.1 0.1
H 1.3109 -0.9178 1.1150 0.0 0.0 -0.1
H 1.8757 -1.1011 -0.5710 -0.1 0.0 0.1
H 0.9223 1.3848 0.7396 -0.1 -0.1 -0.1
H 1.4324 1.2127 -0.9141 0.0 0.0 0.1
H -1.3902 1.5050 0.5080 0.1 -0.1 -0.1
```
Positions in Å, forces in eV/Å.

Partial charges, natural (NBO), in e:
1. C -0.13
2. O -0.49
3. C -0.08
4. C -0.37
5. N -0.46
6. C 0.07
7. H 0.16
8. H 0.22
9. H 0.17
10. H 0.20
11. H 0.22
12. H 0.33
13. H 0.15

***

Below is an isolated molecule of C4H7NO, with properties calculated with ωB97M-V with the def2-TZVPD basis set.

* total charge: 0
* energy relative to the best compared isomer or geometry (same formula, charge and spin): 54.0 kJ/mol
* HOMO level: -9.48 eV
* strongest force on any atom: 0.024 hartree/bohr

XYZ file:
```
13
Properties=species:S:1:pos:R:3:forces:R:3
O 2.4554 0.7511 -0.3663 -0.3 -0.2 0.2
C 1.3084 0.4319 -0.1411 0.0 0.1 -0.1
C 0.6265 -0.9230 -0.2868 0.1 -0.2 -0.2
C -0.6192 -0.8114 0.5940 -0.1 0.0 -0.2
C -0.9921 0.5651 0.0523 -0.4 0.0 -0.2
N 0.2691 1.2759 0.1935 0.1 0.1 -0.1
H 0.1468 -0.7912 -1.2840 0.9 -0.8 0.0
H 1.2631 -1.8040 -0.2398 0.0 0.2 0.1
H -1.3723 -1.5541 0.3254 0.1 0.0 0.1
H -0.4414 -0.8353 1.6780 0.1 0.1 -0.3
H -1.1751 0.3284 -1.0303 -0.5 0.8 0.7
H -1.8238 1.1039 0.5011 0.0 -0.1 0.1
H 0.3545 2.2626 0.0038 0.0 -0.1 0.0
```
Positions in Å, forces in eV/Å.

Partial charges, natural (NBO), in e:
1. O -0.60
2. C 0.68
3. C -0.50
4. C -0.40
5. C -0.21
6. N -0.63
7. H 0.21
8. H 0.24
9. H 0.21
10. H 0.22
11. H 0.16
12. H 0.21
13. H 0.40